Formula: C3H3LiNiO4
Source: OMol25
Level of theory: wB97M-V/def2-TZVPD

Last column: Löwdin charge in e.
Atoms and positions in Å:
O 1.041037 0.476928 -0.362987  -0.24
C 0.908850 -0.325765 -1.318922  -0.37
C 1.347802 -1.732704 -0.990130  -0.27
H 2.242830 -1.934347 -1.604244  0.12
H 0.561329 -2.431759 -1.324736  0.12
C -1.255574 1.528359 1.682821  -0.37
O -0.478344 0.795183 2.162534  0.13
O -2.062678 2.051986 1.031648  0.25
Li 1.191944 -0.316081 1.376828  0.73
Ni 0.071244 0.439982 -3.156995  -0.05
O 1.614846 -1.885756 0.399280  -0.16
H 1.999871 -2.742957 0.595144  0.10

Forces on atoms 1 to 3 (eV/Å):
-0.184 -0.269 0.492
-0.210 0.950 -0.674
-0.232 -0.420 -1.159

HOMO level (spin up / spin down)	-4.17 / -6.40	eV
frontier orbital gap (spin up / spin down)	3.5 / 5.7	eV
expectation value of S²	2.01
multiplicity	3

***

Formula: C9H14
Source: OMol25
Level of theory: wB97M-V/def2-TZVPD

Last column: Löwdin charge in e.
Atoms and positions in Å:
C -2.140418 -0.792061 1.120734  -0.05
C -0.656998 -1.058522 1.085405  -0.28
C 0.240876 0.001638 1.171148  -0.08
C 1.602838 -0.239057 1.037571  -0.10
C 2.106392 -1.531237 0.977000  -0.10
C 1.204365 -2.579443 0.837111  -0.09
C -0.159929 -2.341753 0.888639  -0.06
H -2.412816 -0.127894 0.311016  0.07
H -2.465468 -0.358650 2.068792  0.08
H -2.697005 -1.722184 1.006327  0.07
H -0.032630 1.029717 1.365844  0.11
H 2.279929 0.609673 0.997233  0.10
H 3.163485 -1.721329 0.838687  0.10
H 1.610378 -3.544763 0.555717  0.10
H -0.868052 -3.163256 0.876061  0.11
C 0.076845 2.576015 -1.196370  -0.14
C -0.258746 1.899425 -2.569517  -0.15
H 0.880166 3.299421 -1.311595  0.06
H -0.858794 2.879935 -0.748768  0.06
H 0.527741 1.743372 -0.658352  0.02
H -0.446146 0.840596 -2.380773  0.05
H -1.209870 2.248406 -2.954393  0.05
H 0.513856 2.051952 -3.317518  0.06

Forces on atoms 1 to 3 (eV/Å):
0.075 -0.481 0.341
-0.252 0.402 0.094
0.711 -0.304 0.007

HOMO level	-9.09	eV
frontier orbital gap	10.1	eV

***

Formula: C3H7OS
Source: OMol25
Level of theory: wB97M-V/def2-TZVPD

Last column: Löwdin charge in e.
Atoms and positions in Å:
O 2.271740 -0.187500 0.950000  -0.27
C 1.730923 0.025012 -0.133588  -0.57
C -0.000569 -0.457364 -0.090082  -0.31
C -0.899190 0.627344 0.300165  -0.56
S -2.688487 -0.014345 0.330411  0.61
H 1.980821 -0.702770 -0.998073  0.07
H 1.727753 1.079113 -0.353059  0.05
H -0.040732 -0.860657 -1.083750  0.04
H 0.018988 -1.372906 0.585297  0.11
H -1.029164 1.629645 -0.080186  0.04
H -0.444041 0.901715 1.266419  0.08
H -2.628043 -0.667289 -0.693555  -0.28

Forces on atoms 1 to 3 (eV/Å):
2.597 -1.010 4.129
-3.257 -1.647 -1.823
2.739 -0.768 -1.037

HOMO level	-2.17	eV
frontier orbital gap	5.5	eV
total charge	-1

***

Formula: C4H5ClF2O
Source: OMol25
Level of theory: wB97M-V/def2-TZVPD

Last column: Löwdin charge in e.
Atoms and positions in Å:
O -0.469272 2.040949 0.074841  -0.01
C 0.033885 0.871048 -0.453092  -0.34
C -0.885733 -0.324262 -0.536487  -0.59
Cl -2.191377 -0.173651 0.644145  0.69
C 0.256284 -1.286200 -0.017963  -0.05
C 0.965127 -0.016159 0.402308  -0.51
F 2.292673 -0.019851 0.172204  0.10
F 0.760581 0.258502 1.741986  0.07
H -0.754247 1.853294 0.984127  0.08
H 0.516518 1.058350 -1.440253  0.18
H -1.315118 -0.495315 -1.521994  0.11
H 0.017578 -1.984818 0.813134  0.13
H 0.773095 -1.781893 -0.862958  0.13

Forces on atoms 1 to 3 (eV/Å):
0.360 0.270 0.076
1.151 0.358 -0.293
-0.574 -1.329 -0.253

HOMO level	-10.76	eV
frontier orbital gap	11.5	eV

***

Formula: C19H21Br2N6O2PdSe
Source: OMol25
Level of theory: wB97M-V/def2-TZVPD

Last column: Löwdin charge in e.
Atoms and positions in Å:
Pd 0.569411 -0.253924 0.790166  0.88
C 3.561549 -1.489041 -0.282522  -0.01
C 3.119148 -0.332378 -1.099491  -0.29
C 3.912765 0.148684 -2.165517  0.05
C 3.494778 1.215663 -2.920647  0.04
C 2.251686 1.818682 -2.627235  -0.15
C 1.695792 2.929008 -3.350471  -0.57
Br 2.617201 3.679289 -4.774651  1.00
C 0.452526 3.446362 -2.996453  -0.12
C -0.298915 2.905891 -1.955322  -0.57
Br -1.971417 3.592844 -1.515336  0.94
C 0.194756 1.792566 -1.208122  -0.35
O -0.488986 1.247748 -0.287064  -0.12
C 1.510967 1.276513 -1.557242  -0.12
N 1.960808 0.229041 -0.811025  0.05
H 4.571795 -1.320392 0.093448  0.10
H 3.600005 -2.387728 -0.902873  0.11
H 2.885587 -1.674782 0.577808  0.06
H 4.851084 -0.337312 -2.376698  0.14
H 4.100880 1.582884 -3.736580  0.11
H 0.058497 4.284072 -3.556438  0.12
C -2.029844 -5.070101 1.022640  0.01
N -2.762804 -3.824291 0.945147  -0.11
C -4.077130 -3.696210 1.172922  0.07
C -4.404943 -2.371058 0.951961  0.07
N -3.280296 -1.723342 0.608197  -0.09
C -3.234579 -0.330367 0.233269  0.02
C -2.239472 -2.605347 0.609018  -0.59
Se -0.488182 -2.417258 0.085044  1.04
H -2.685037 -5.806423 1.483814  0.12
H -1.142318 -4.926329 1.639857  0.10
H -1.760642 -5.387087 0.013894  0.12
H -4.697645 -4.520793 1.467396  0.16
H -5.356751 -1.880315 1.010181  0.16
H -4.224802 0.081767 0.412955  0.12
H -2.982206 -0.253390 -0.825146  0.12
H -2.497517 0.180180 0.859853  0.08
C 2.157292 1.181842 6.354755  0.01
N 1.602964 0.770551 5.087915  -0.08
C 0.215034 0.446988 4.864863  0.00
C 0.260096 0.057600 3.415979  -0.48
O -0.677143 -0.326030 2.701039  -0.06
N 1.502785 0.188616 2.919953  0.10
C 2.283588 0.620015 3.957994  -0.37
N 3.577490 0.853508 3.829786  0.25
H 1.354229 1.205838 7.087427  0.11
H 2.580508 2.182868 6.274246  0.11
H 2.911251 0.467326 6.688691  0.11
H -0.436064 1.318364 5.013941  0.17
H -0.127702 -0.372203 5.505465  0.16
H 4.029394 0.703838 2.943856  0.13
H 4.142427 1.163952 4.605253  0.13

Forces on atoms 1 to 3 (eV/Å):
0.052 0.301 0.340
-0.086 -0.341 0.480
0.288 0.079 -0.232

HOMO level (spin up / spin down)	-16.28 / -17.10	eV
frontier orbital gap (spin up / spin down)	7.9 / 5.2	eV
total charge	+3
expectation value of S²	6.06
multiplicity	5

***

Formula: C6H15NO
Source: OMol25
Level of theory: wB97M-V/def2-TZVPD

Last column: Löwdin charge in e.
Atoms and positions in Å:
C -1.219454 -1.486601 -0.227636  0.02
C -0.701438 -0.332182 0.227976  -0.27
C 0.021565 -0.278775 1.683172  -0.19
C -0.622157 -1.332169 2.556026  -0.14
C -0.916360 1.050615 -0.408941  -0.15
C 0.303243 1.810543 -1.062820  -0.31
N 0.422501 2.196136 -2.420268  -0.01
H -1.531320 -1.574526 -1.248417  0.05
H -0.859280 -2.446876 0.119595  0.06
H -0.142044 0.772037 2.042171  0.10
H 1.179537 -0.352208 1.744696  0.13
H 0.097071 -2.224666 2.711308  0.11
H -0.675545 -1.050622 3.590800  0.07
H -1.357077 -1.890969 2.184737  0.00
H -1.325625 1.911052 0.248222  0.13
H -1.625435 0.940370 -1.236774  0.10
H 1.144219 1.271474 -0.867861  0.06
H 0.338680 2.781020 -0.521939  0.12
H -0.213867 2.893460 -2.635204  0.03
H 0.306073 1.450984 -3.193899  0.12
O 2.786558 -1.426869 -1.341965  -0.05
H 2.696540 -0.889120 -0.557651  0.01
H 1.893615 -1.792109 -1.385326  0.03

Forces on atoms 1 to 3 (eV/Å):
2.043 0.603 -0.785
0.867 1.015 1.882
0.040 0.906 -1.537

HOMO level	-9.05	eV
frontier orbital gap	9.8	eV

***

Formula: C17H20Cl4N2O4Se2Ti
Source: OMol25
Level of theory: wB97M-V/def2-TZVPD

Last column: Löwdin charge in e.
Atoms and positions in Å:
Ti -0.438856 0.026942 0.162083  0.52
Cl 5.661101 -0.015671 3.174774  0.59
C 3.948301 -0.068895 2.900648  -0.73
C 3.073499 -0.219424 3.960923  -0.73
Cl 3.682691 -0.354562 5.580862  0.59
C 1.693570 -0.260991 3.738413  -0.62
Cl 0.584453 -0.448520 5.059133  0.65
C 1.172606 -0.152692 2.450347  -0.40
O -0.080509 -0.163593 2.134951  -0.24
C 2.082824 0.003414 1.352757  -0.38
O 1.527034 0.103614 0.175799  -0.20
C 3.448179 0.041603 1.595843  -0.62
Cl 4.524189 0.230410 0.247625  0.64
O -4.518393 0.855528 2.040301  -0.12
C -3.917844 -0.234203 1.356194  -0.29
C -3.907585 -0.031392 -0.164944  -0.55
C -5.380495 -0.004089 -0.617623  -0.24
O -5.555179 0.197309 -2.015908  -0.07
C -3.222040 -1.207357 -0.899471  -0.54
Se -1.722261 -2.191763 -0.031093  0.51
C -3.305358 1.349210 -0.541826  -0.54
Se -1.895004 2.137016 0.621055  0.57
H -3.829997 1.541551 2.042280  -0.01
H -4.491551 -1.135286 1.605588  0.12
H -2.897103 -0.390872 1.720905  0.06
H -5.909288 0.778248 -0.056093  0.12
H -5.853625 -0.964413 -0.401480  0.12
H -4.978396 0.931617 -2.258267  0.07
H -2.833578 -0.853276 -1.858351  0.02
H -3.976891 -1.969022 -1.110516  0.05
H -4.110587 2.092141 -0.521318  0.05
H -2.885859 1.313724 -1.552649  0.04
N -0.480439 0.373369 -1.800237  -0.07
C 0.164175 0.669315 -2.787114  -0.23
N 0.118392 0.062896 -4.021925  -0.16
C 0.590763 0.778813 -5.179536  -0.22
C 1.116160 -0.199611 -6.227851  -0.20
C 0.044745 -1.229859 -6.573720  -0.23
C -0.443133 -1.931626 -5.308236  -0.19
C -0.925431 -0.909863 -4.283279  -0.18
H 1.365859 1.472878 -4.847804  0.11
H -0.223368 1.379663 -5.632999  0.11
H 1.991704 -0.709166 -5.818127  0.11
H 1.434048 0.343926 -7.122533  0.10
H 0.421928 -1.954125 -7.302714  0.10
H -0.802743 -0.715132 -7.043070  0.10
H 0.379799 -2.498802 -4.867433  0.11
H -1.244327 -2.637077 -5.540460  0.10
H -1.180754 -1.379247 -3.331299  0.10
H -1.834128 -0.407758 -4.667304  0.13

Forces on atoms 1 to 3 (eV/Å):
-0.191 -0.352 -0.280
0.098 0.002 0.035
-0.006 -0.018 0.117

HOMO level (spin up / spin down)	-0.78 / -1.97	eV
frontier orbital gap (spin up / spin down)	5.2 / 6.3	eV
total charge	-2
expectation value of S²	2.01
multiplicity	3

***

Formula: C5H8O
Source: OMol25
Level of theory: wB97M-V/def2-TZVPD

Last column: Löwdin charge in e.
Atoms and positions in Å:
C 1.408236 -0.427924 -0.652931  -0.04
C 0.275072 0.001916 0.263366  -0.32
C -0.691069 -1.084877 0.684845  -0.03
C -1.156772 -0.074342 -0.262149  -0.29
O -1.630642 1.093954 0.371400  -0.06
C -0.250893 1.440815 0.541470  -0.12
H 0.972982 -0.941023 -1.524466  0.08
H 2.116684 -1.141455 -0.211991  0.08
H 1.986652 0.418932 -1.029028  0.08
H -0.503990 -2.040101 0.199666  0.12
H -1.127863 -1.151647 1.672456  0.11
H -1.315330 -0.155925 -1.324875  0.15
H -0.060605 1.939232 1.486423  0.11
H 0.007869 2.100832 -0.303991  0.13

Forces on atoms 1 to 3 (eV/Å):
0.002 0.124 -0.069
-0.428 0.256 -0.942
-0.194 -0.177 0.225

HOMO level	-9.09	eV
frontier orbital gap	10.2	eV